Entry 1:
Entry from the Open Molecules 2025 dataset: C38H89AsBr6CrF6N5O6 as an isolated structure (wB97M-V/def2-TZVPD).

Each line ends with the Löwdin spin population.
Atoms and positions in Å:
Br -28.38932 -0.35421 -5.04509  0.000
Br -24.70622 -3.53976 -5.88648  0.000
Br -28.35549 -4.80671 -5.60320  0.000
Br -18.25039 -0.30130 3.95166  0.000
Br -20.54450 -3.66206 1.70589  0.000
Br -25.51622 -0.49611 -7.48076  0.000
As -23.28841 0.38945 2.18737  0.003
Cr -24.53620 1.65946 -1.35669  3.743
F -24.01811 1.26638 0.74628  0.047
F -23.72015 1.82324 3.11893  0.002
F -24.79970 -0.33654 2.54281  0.001
F -22.90197 -0.96224 1.24357  0.001
F -22.56732 -0.37667 3.58308  0.000
F -21.76168 1.12584 1.84398  0.001
O -25.72747 0.03191 -1.56227  0.014
O -23.80183 0.13047 -2.64102  0.025
O -23.26190 3.04173 -1.49254  0.054
O -25.11305 -1.62326 -2.97111  0.005
O -23.06299 4.47184 0.28579  0.008
O -21.28033 3.98623 -0.96444  0.001
N -30.89186 -6.15923 -2.32784  0.000
N -26.08316 -3.31023 -1.38050  0.000
N -20.11748 1.94500 -2.90099  0.000
N -24.19758 -8.65668 -3.66839  0.000
N -26.30818 3.05562 -1.36378  0.008
C -28.18017 -1.96738 -0.81725  0.000
C -23.82337 -1.82590 -5.58813  0.000
C -18.35892 3.70072 -2.84651  0.000
C -21.97537 2.41721 -4.51633  0.000
C -27.02834 2.58270 -2.55393  0.007
C -25.44524 -3.98705 1.02114  0.000
C -28.26813 -3.10083 -4.86895  0.000
C -24.19042 -4.62548 -2.47181  0.000
C -27.44787 1.38574 0.19095  0.004
C -22.63591 3.81198 -0.66984  0.010
C -25.37299 -7.94826 -4.21337  0.000
C -19.15641 -1.35577 2.44123  0.000
C -20.45072 2.16001 -4.31870  0.000
C -25.60124 -4.50392 -2.18337  0.000
C -27.58778 -3.33341 -1.19079  0.000
C -31.79300 -3.97425 -3.05035  0.000
C -25.46909 -7.88508 -5.67649  0.000
C -22.74086 -8.48350 -1.60145  0.000
C -30.89307 -5.81507 0.18115  0.000
C -20.57637 0.22110 -1.03857  0.000
C -26.17293 2.71140 -3.82678  0.018
C -31.58527 -6.38328 -1.02978  0.000
C -18.79848 2.28437 -2.45959  0.000
C -24.00450 -9.95924 -4.25773  0.000
C -30.13768 -7.28807 -2.77734  0.000
C -24.13694 -8.61247 -2.19235  0.000
C -24.77447 -0.64417 -5.70849  0.000
C -31.79274 -5.49160 -3.31243  0.000
C -20.39836 0.50887 -2.58678  0.000
C -25.90105 4.48171 -1.40607  0.003
C -24.86492 -0.49211 -2.43295  0.017
C -20.13369 -2.33313 3.10906  0.000
C -27.05663 2.79771 -0.04269  0.007
C -28.83587 -7.43479 -1.99460  0.000
C -27.03145 5.43788 -1.59946  0.001
C -25.03513 -11.10066 -4.09337  0.000
C -25.18386 -3.06597 -0.14737  0.000
C -28.51102 -2.10251 -6.00521  0.000
H -27.95211 0.97445 -0.66856  0.000
H -18.35961 -1.80510 1.95693  0.000
H -23.03684 -10.36439 -3.94848  0.000
H -20.99699 3.39958 -1.61988  0.000
H -31.61243 -7.44208 -0.88704  0.000
H -29.01655 -3.05970 -4.08681  0.000
H -23.79688 -9.83627 -5.30523  0.000
H -26.56552 2.08682 -4.58362  0.001
H -30.36791 -4.80217 0.05627  0.000
H -22.38846 -7.48588 -1.63503  0.000
H -26.61165 0.70209 0.23166  0.002
H -27.59379 -1.14813 -1.12407  0.000
H -23.06140 -1.95757 -6.32668  0.000
H -22.04389 -9.08723 -2.20165  0.000
H -17.64781 3.99273 -2.00114  0.000
H -25.25075 4.46553 -2.24812  0.000
H -31.62977 -5.71956 0.95881  0.000
H -25.35594 -2.04180 0.15161  0.000
H -28.06547 -8.14074 -2.42234  0.000
H -26.46260 -3.81218 1.48791  0.000
H -24.19917 -3.24725 -0.52401  0.000
H -26.49431 6.37303 -1.43593  0.000
H -32.81011 -5.85294 -3.33419  0.000
H -28.14140 -1.87435 0.25964  0.000
H -30.75970 -3.61846 -3.01478  0.000
H -27.19248 1.54505 -2.41320  0.001
H -25.99991 -5.37545 -1.67979  0.000
H -28.02897 3.17273 -2.56978  0.000
H -27.74941 -2.06987 -6.77187  0.000
H -31.38327 -5.64656 -4.33599  0.000
H -20.17513 1.37220 -5.03616  0.000
H -23.51095 -1.83550 -4.54460  0.000
H -30.19330 -6.56156 0.55602  0.000
H -26.16216 -4.50417 -3.13357  0.000
H -32.59256 -5.89564 -1.07769  0.000
H -25.16182 2.37989 -3.65666  0.009
H -25.90117 -10.94111 -4.71477  0.000
H -24.67127 -3.97669 1.75140  0.000
H -25.57240 -0.67307 -4.98162  0.000
H -24.57565 -9.56931 -1.84898  0.000
H -19.98813 3.06413 -4.65697  0.000
H -25.22324 4.64661 -0.53825  0.000
H -24.20359 0.29484 -5.59960  0.000
H -18.74050 2.35001 -1.39657  0.000
H -21.02063 -1.84637 3.51806  0.000
H -19.75083 -2.87371 3.98928  0.000
H -26.30015 3.16958 0.65096  0.001
H -19.11043 4.47412 -2.81548  0.000
H -25.78940 -8.75223 -6.24879  0.000
H -25.30947 -6.92293 -3.79686  0.000
H -22.67994 -8.79813 -0.55163  0.000
H -27.85599 -4.18335 -0.53296  0.000
H -23.66196 -5.05394 -1.62203  0.000
H -21.39720 0.33895 -3.02992  0.000
H -27.83448 5.32934 -0.84988  0.000
H -23.92154 -5.13401 -3.36269  0.000
H -19.67846 -0.61406 1.84680  0.000
H -19.64469 0.46587 -0.52512  0.000
H -26.22614 -8.36727 -3.69319  0.000
H -24.53257 -7.48135 -6.09062  0.000
H -29.51937 -2.18401 -6.40704  0.000
H -20.90855 -0.84267 -0.85018  0.000
H -22.12786 2.52324 -5.57364  0.000
H -27.40790 5.36987 -2.62075  0.000
H -18.03055 1.51761 -2.75292  0.000
H -27.30284 -2.86066 -4.41880  0.000
H -23.64559 -3.72768 -2.61276  0.000
H -22.66399 1.67347 -4.07237  0.000
H -28.20326 1.30987 1.01935  0.000
H -25.59007 -5.01103 0.59258  0.000
H -29.01675 -7.70935 -0.91260  0.000
H -19.63298 -0.09717 -3.04536  0.000
H -21.38740 0.86970 -0.72156  0.000
H -24.77488 -7.81806 -1.77916  0.000
H -32.35341 -3.68851 -2.12520  0.000
H -26.22016 3.68298 -4.34894  0.001
H -25.78779 -2.40522 -2.19485  0.000
H -30.72339 -8.22938 -2.76068  0.000
H -22.26404 3.34146 -4.01496  0.000
H -17.92361 3.88762 -3.82889  0.000
H -29.26001 -1.80843 -1.05297  0.000
H -25.33678 -11.22255 -3.07252  0.000
H -32.27346 -3.35629 -3.83399  0.000
H -27.99243 3.36125 -0.04307  0.001
H -28.32951 -6.48508 -1.98591  0.000
H -26.19018 -7.07521 -5.93105  0.000
H -27.96380 -3.69906 -2.10898  0.000
H -24.62219 -12.08759 -4.36070  0.000
H -29.90216 -7.10713 -3.84706  0.000

The calculation puts the orbital gap (spin up / spin down) at 7.07 / 8.21 eV. The expectation value of S² is 6.009. The spin multiplicity is 5. Its total charge is -1. For the LUMO energy (spin up / spin down), the calculation gives 1.759 / 1.759 eV.

=====

Entry 2:
Entry from the Open Molecules 2025 dataset: an isolated molecule of C5H8O (wB97M-V/def2-TZVPD).

Each line ends with the Mulliken charge.
Atoms and positions in Å:
O -1.60038 0.15504 1.43223  -0.266
C -0.39830 -0.64844 -1.54409  -1.369
C -0.04400 -0.09156 0.99057  0.045
C 0.41369 -0.72436 -0.27182  0.274
C 1.18106 0.47024 0.22825  -0.751
C -1.12140 1.24007 0.86367  -0.466
H -0.86146 0.33517 -1.64156  0.356
H -0.96197 2.02549 1.65355  0.133
H 2.13946 0.31928 0.71861  0.274
H 0.89801 -1.68601 -0.10729  0.335
H 1.07005 1.40388 -0.30773  0.313
H 0.23789 -0.83720 -2.41582  0.358
H -1.19173 -1.40252 -1.52916  0.308
H 0.23906 -0.55908 1.93061  0.458

The calculation puts the orbital gap (spin up / spin down) at 8.08 / 8.08 eV. Its total charge is 0. For the LUMO energy (spin up / spin down), the calculation gives 0.440 / 0.440 eV. For the energy above the lowest of the compared OMol25 structures with the same formula, charge and spin, the calculation gives 145.3 kcal per mole.

=====

Entry 3:
Entry from the Open Molecules 2025 dataset: C46H45AsN8OPSeW as an isolated structure (wB97M-V/def2-TZVPD).

Each line ends with the Löwdin spin population.
Atoms and positions in Å:
W -0.36709 0.68383 1.30233  1.560
Se 1.52063 -2.61225 1.87902  0.007
As 3.44455 -2.39610 -2.67140  0.002
P 0.98028 1.01220 -0.73340  0.029
O 0.86913 1.30664 2.56011  0.100
N -1.62039 -0.77389 0.07762  0.032
N -1.01474 2.73157 1.46459  0.024
N 0.34716 -1.24533 2.06813  0.012
N -3.03089 0.65979 -0.74740  0.017
N -1.26136 4.78080 2.17804  0.015
N -2.09008 0.47452 0.09545  0.010
N 0.80680 -3.48368 3.21160  0.005
N -3.20291 -0.51664 -1.33627  0.039
C -0.19304 -2.79249 3.73295  0.002
C -1.99202 -2.39036 5.25818  0.000
C 2.15560 2.36542 -0.62000  0.003
C 3.84017 -3.06075 -0.87046  0.000
C 1.13136 4.67440 3.88517  0.001
C -2.23875 -1.12530 4.63328  0.001
C 2.21834 4.53221 4.72233  0.018
C -0.06710 -3.39141 -4.71904  0.000
C -6.22635 0.45141 -1.27994  0.000
C 4.62003 -4.08878 1.61799  0.000
C -1.64616 2.60391 -3.39902  0.000
C 1.90980 -0.52375 -0.95630  0.012
C -0.29336 0.19095 -3.06593  0.001
C -1.14866 0.36859 -4.14621  0.000
C 3.93579 -4.89207 0.71097  0.000
C 0.65051 3.58170 3.15412  0.015
C -0.99810 -3.21028 4.83728  0.001
C -0.10154 1.23265 -2.15611  0.008
C 2.31009 3.31226 -1.63179  -0.001
C 2.84461 3.29417 4.84948  0.000
C -0.92338 -3.95732 -3.78410  0.000
C -5.66241 -1.92925 -0.62751  0.000
C 4.15012 4.28709 -0.42538  -0.002
C 3.57335 -4.38857 -0.53331  0.000
C -2.12149 3.30709 0.83184  0.005
C 1.30532 2.35835 3.28735  -0.002
C -4.25371 -0.73935 -2.35366  0.003
C -0.44568 -1.52863 3.10463  0.010
C 1.62191 -3.06992 -3.00742  0.000
C -1.81888 1.57219 -4.31608  0.000
C 1.19713 -2.96517 -4.33345  0.000
C -0.79173 2.43684 -2.32207  0.000
C 4.01435 3.32891 0.57265  0.000
C -2.27209 4.57170 1.27219  0.008
C 0.74550 -3.62645 -2.07587  0.000
C 3.30506 4.27352 -1.52531  0.001
C -2.31891 -1.39552 -0.84010  0.002
C -1.49005 -0.68975 3.58388  0.008
C 2.87921 -0.55182 -2.13463  0.003
C 3.02250 2.36895 0.47700  -0.002
C 4.95628 -2.78827 1.26340  0.000
C -0.50943 -4.08249 -2.46336  0.000
C -5.64839 -0.88257 -1.73726  0.003
C 4.56048 -2.27828 0.03373  0.000
C -0.50742 3.67855 2.28430  0.023
C 2.39464 2.20106 4.13181  0.016
H 2.45374 -0.67529 -0.01892  0.001
H 1.68034 3.29862 -2.51046  0.000
H 3.42633 5.00533 -2.31239  0.000
H 4.86084 -1.26865 -0.23019  0.000
H -6.25746 -1.25516 -2.56586  0.000
H -0.36244 -3.32865 -5.75854  0.000
H 4.68571 3.32790 1.42109  0.000
H -5.62962 0.89984 -0.48224  0.000
H 1.16361 -1.32559 -1.01946  0.001
H 3.69051 3.18527 5.51475  0.000
H 3.71931 -5.92365 0.95694  0.000
H 1.06075 -3.76461 -1.05187  0.000
H 3.77970 0.01686 -1.89926  0.000
H -1.10582 5.63716 2.68666  0.000
H -1.26577 -0.43025 -4.86783  0.000
H -6.68666 -2.14566 -0.32971  0.000
H -3.03444 -0.50464 5.02397  0.000
H -2.20653 -2.41875 -1.16217  0.000
H 0.66690 5.64881 3.80405  0.000
H -2.71228 2.78885 0.10092  0.000
H 4.92614 5.03711 -0.35153  0.000
H -6.29062 1.16403 -2.10290  0.000
H 2.86974 1.23286 4.21709  0.001
H 4.92904 -4.49082 2.57379  0.000
H -5.21085 -2.87328 -0.94337  0.000
H 1.87336 -2.57158 -5.08522  0.000
H -4.17897 0.09645 -3.04757  0.001
H 2.45315 -0.10315 -3.03365  0.000
H -0.65339 3.24967 -1.61787  0.000
H 2.93479 1.61712 1.25252  -0.001
H -1.14219 -4.59016 -1.74245  0.000
H 5.53742 -2.17508 1.94020  0.000
H -5.14166 -1.57189 0.26685  0.000
H -7.23179 0.30449 -0.88804  0.000
H -2.16378 3.54397 -3.53640  0.000
H -2.46399 1.71625 -5.17332  0.000
H 3.08768 -5.04590 -1.24353  0.000
H -3.95325 -1.65319 -2.86642  0.000
H -0.79519 -4.16201 5.30867  0.000
H -2.99815 5.32816 1.03136  0.000
H 0.23797 -0.75031 -2.96956  0.000
H -2.61636 -2.67928 6.09219  0.000
H -1.88502 -4.34663 -4.09532  0.000
H 2.58025 5.38251 5.28267  0.001
H -1.68561 0.30803 3.16366  0.005

The calculation puts the orbital gap (spin up / spin down) at 6.03 / 5.46 eV. The expectation value of S² is 2.014. The spin multiplicity is 3. Its total charge is +3. For the LUMO energy (spin up / spin down), the calculation gives -8.890 / -9.460 eV. For the energy above the lowest of the compared OMol25 structures with the same formula, charge and spin, the calculation gives 0.0 kcal per mole.

=====

Entry 4:
Entry from the Open Molecules 2025 dataset: an isolated molecule of C7H6F2O5S (wB97M-V/def2-TZVPD).

Each line ends with the Mulliken charge.
Atoms and positions in Å:
S 0.02119 -2.12466 1.71073  1.193
F 0.24480 -3.71203 1.54401  -0.167
F 2.16315 3.29143 0.27765  -0.311
O -2.29217 1.48561 -0.82960  -0.436
O -3.31898 -0.43910 -0.35882  -0.291
O 1.23074 -1.28003 1.93486  -0.509
O -0.76402 -1.93409 2.99697  -0.602
O -2.96945 -2.64192 0.07107  -0.452
C -2.60882 -1.49655 0.23622  0.346
C -1.09849 -1.28462 0.54567  0.071
C 1.62120 2.44976 -0.71574  -0.407
C 0.61529 0.14108 -0.95185  -1.036
C -0.76516 -0.31762 -0.44286  0.606
C -2.16259 0.28470 -0.76011  0.146
C 1.62387 0.97142 -0.09187  -0.180
H 1.14153 -0.82869 -1.21189  0.413
H 0.47651 0.65562 -1.96115  0.444
H 2.66530 0.59889 -0.32368  0.265
H 0.55521 2.71869 -0.99968  0.253
H 1.38968 0.97751 1.00163  0.354
H 2.23120 2.48462 -1.67156  0.300

The calculation puts the orbital gap at 8.98 eV. Its SMILES is O=C1OC(=O)C(S(=O)(=O)F)=C1CCCF. Its total charge is 0. For the LUMO energy, the calculation gives -2.246 eV.